[1]
{"formula": "C4H5ClO", "method": "ωB97M-V with the def2-TZVPD basis set", "species": ["Cl", "O", "C", "C", "C", "C", "H", "H", "H", "H", "H"], "positions_angstrom": [[-2.050296, -0.814058, 0.229566], [-0.301020, 0.509159, -1.406432], [1.784840, -1.980147, -0.203514], [-0.557039, 1.350794, 0.760470], [-0.766133, 0.187126, -0.108449], [1.085100, -1.160419, 0.338290], [-0.461184, -0.137849, -2.117295], [-1.522648, 1.867991, 1.058574], [0.042834, 1.906770, 0.064829], [0.193734, 0.996279, 1.472636], [2.551814, -2.725644, -0.088679]], "forces_ev_per_a": [[-0.8060, -0.7771, -0.4788], [-1.9090, -0.6429, 1.7188], [1.5672, -1.4151, 0.5926], [0.2248, 0.2531, -0.0443], [3.9334, -0.8374, -2.4285], [-3.4369, 2.5447, -0.3310], [-0.0727, -0.2480, 0.7802], [1.4498, -0.7555, -0.0319], [0.1086, 1.3256, 0.1619], [-0.9038, 0.5072, 0.7455], [-0.1557, 0.0454, -0.6845]], "nbo_charge": [0.131, -0.671, -0.453, -0.745, 0.433, -0.222, 0.508, 0.246, 0.257, 0.292, 0.224], "multiplicity": 1, "total_charge": 0, "homo_energy_ha": [-0.340, -0.340], "total_energy_ha": -690.632925, "de_lowest_ev": 5.120, "largest_force_ev_per_a": 4.70}

[2]
{"formula": "C51H42BrN5O4SiV", "method": "ωB97M-V with the def2-TZVPD basis set", "species": ["Br", "V", "Si", "O", "O", "O", "O", "N", "N", "N", "N", "N", "C", "C", "C", "C", "C", "C", "C", "C", "C", "C", "C", "C", "C", "C", "C", "C", "C", "C", "C", "C", "C", "C", "C", "C", "C", "C", "C", "C", "C", "C", "C", "C", "C", "C", "C", "C", "C", "C", "C", "C", "C", "C", "C", "C", "C", "C", "C", "C", "C", "C", "C", "H", "H", "H", "H", "H", "H", "H", "H", "H", "H", "H", "H", "H", "H", "H", "H", "H", "H", "H", "H", "H", "H", "H", "H", "H", "H", "H", "H", "H", "H", "H", "H", "H", "H", "H", "H", "H", "H", "H", "H", "H", "H"], "positions_angstrom": [[-5.390764, 4.613392, -1.569004], [0.233230, 0.055558, -0.090682], [0.004519, -2.711913, 2.090768], [0.001405, -1.555546, 1.031023], [-0.656300, -1.960890, -2.694049], [-0.284206, 1.441472, -1.433519], [-2.565074, 0.769271, 1.269447], [-0.322182, 1.467372, 1.186945], [1.882272, 0.254664, 1.089659], [-1.266921, -1.333396, -1.678590], [1.336798, -0.444638, -1.359134], [-2.167354, -0.066125, 0.260713], [-3.190872, -4.592459, 4.058032], [3.006702, -0.436853, 1.000137], [4.588710, 0.821647, -2.302697], [-1.723509, -3.364644, 2.562025], [5.470935, 1.865504, -2.075188], [0.804771, -2.358738, 3.777277], [2.685412, -2.482325, -3.175075], [1.661929, 0.929525, 2.244127], [0.082994, -1.670613, 4.756141], [-2.137411, 2.262525, -2.622541], [1.557132, -6.561824, 1.433395], [3.238640, 0.938703, -1.956920], [2.965370, -1.354668, -5.691343], [-3.203577, 3.291148, -0.284336], [-3.051033, -0.724377, -0.370549], [-1.653508, 1.933617, 1.112554], [2.058777, -5.230502, -0.502395], [-4.254352, -4.417255, 3.183455], [0.879302, -4.236651, 1.368763], [-4.513598, -0.679603, -0.053903], [1.832954, -2.009485, 6.364548], [2.795281, 2.129279, -1.377500], [5.017431, 3.048340, -1.508836], [-2.042852, 2.534419, -0.222984], [0.118615, 2.337900, 3.471326], [2.743822, -0.544082, -4.591263], [0.584178, -1.498810, 6.036560], [3.678400, 3.173529, -1.162301], [2.214969, 1.669870, 4.497044], [2.065085, -2.843419, 4.122090], [-3.407375, -2.344821, -2.367320], [-4.058615, -3.720023, 1.999804], [-2.804200, -3.211227, 1.694649], [-3.814103, 3.536869, -1.499611], [1.450840, -4.137768, 0.100514], [-2.511632, -1.500818, -1.510087], [-3.316329, 2.976578, -2.667141], [3.055541, -2.732308, -5.537496], [0.404662, 1.616967, 2.307931], [0.938798, -5.467586, 2.021748], [-1.944382, -4.065828, 3.749525], [3.771752, 0.249789, 3.167404], [2.564873, 0.957538, 3.332130], [2.579808, -2.669433, 5.399909], [2.309845, -0.210874, -2.147117], [2.114855, -6.445258, 0.166741], [2.918049, -3.292295, -4.276538], [1.019536, 2.344835, 4.540345], [3.975784, -0.447549, 2.006323], [2.594446, -1.099549, -3.319015], [-1.426651, 2.051413, -1.413684], [4.950190, -0.103313, -2.733925], [-3.336013, -5.137932, 4.983417], [-5.230613, -4.820808, 3.424235], [4.883266, -1.017077, 1.853639], [2.219389, -1.897843, 7.370926], [2.487822, -5.142332, -1.494662], [-4.888888, -3.578008, 1.316804], [-3.858496, 3.088404, -3.597502], [3.164647, -1.006913, 0.097747], [-1.127655, -4.195346, 4.451528], [-0.001649, -0.976917, 6.783935], [-0.899369, -1.279921, 4.509726], [6.514866, 1.754938, -2.343313], [-4.922413, -1.680725, 0.090734], [2.646108, -3.382252, 3.380814], [3.321453, 4.099682, -0.728561], [-4.655172, -0.100353, 0.853890], [3.060284, -0.910935, -6.674942], [2.582414, -2.914652, -2.187094], [5.703923, 3.870086, -1.346653], [-0.807834, 2.886195, 3.569286], [3.220855, -3.366664, -6.399358], [1.603021, -7.508572, 1.959318], [2.886623, 1.671866, 5.346428], [-2.642342, -2.679872, 0.763669], [0.487701, -5.572378, 3.003179], [2.587097, -7.302068, -0.299242], [-3.812043, -3.179244, -1.790790], [-5.055947, -0.196890, -0.869888], [2.669320, 0.529904, -4.708963], [2.992405, -4.365747, -4.152169], [0.254543, -1.638100, -2.530132], [-4.242854, -1.747967, -2.736372], [4.509266, 0.255090, 3.960527], [1.745461, 2.219524, -1.123015], [-2.842257, -2.732906, -3.210650], [3.560326, -3.060181, 5.648843], [-1.959058, 2.589499, 1.928690], [0.757219, 2.903489, 5.431846], [-3.648047, 3.660039, 0.633147], [1.391607, -3.177264, -0.404116], [-1.728688, 1.810347, -3.518665]], "forces_ev_per_a": [[-0.0055, -0.0365, 0.0132], [-3.1960, -0.7798, 1.3589], [-0.0011, -0.5851, 0.2876], [-0.0448, -0.0071, -0.0273], [-0.0105, -0.2524, -0.3144], [-0.3177, 0.2076, -0.5895], [-0.2703, -0.0170, 0.0993], [-0.3678, 0.9806, 0.7901], [1.2933, -0.1192, 1.0112], [-0.1269, 0.3387, 0.5823], [2.9469, -1.2992, -3.4675], [0.2887, 0.1202, -0.1340], [-0.0338, -0.0401, 0.0079], [-0.1805, 0.1114, -0.1320], [-0.1758, -0.0179, 0.0669], [0.1812, 0.1598, 0.0016], [0.0661, 0.0285, 0.0056], [-0.0802, -0.0300, -0.2043], [0.0025, 0.1384, 0.0714], [0.0225, 0.3312, 0.5057], [-0.0131, 0.0757, -0.0518], [0.1876, -0.0738, 0.0926], [-0.0031, -0.0263, 0.0460], [0.2487, 0.2451, -0.0438], [-0.0182, -0.0073, -0.0617], [0.0634, 0.0198, -0.0777], [-0.2017, 0.4554, 0.3985], [0.0591, 0.1846, -0.1886], [0.0430, -0.0553, -0.0248], [-0.0119, -0.0016, 0.0258], [-0.0302, 0.2105, 0.0743], [0.1093, 0.0343, -0.0213], [0.0275, 0.0133, 0.0080], [-0.1173, -0.1282, -0.0479], [0.0093, -0.0218, -0.0266], [0.1070, -0.3895, 0.0544], [-0.0841, -0.1311, -0.2497], [-0.0205, -0.0489, 0.1037], [-0.0199, 0.0369, 0.0336], [0.0604, 0.0921, 0.0103], [-0.0512, 0.2388, 0.2782], [0.0028, -0.0185, -0.0658], [0.1497, 0.1051, 0.0796], [-0.0331, -0.0549, -0.0091], [0.0432, -0.0065, -0.0887], [-0.1129, 0.0452, 0.0177], [-0.0268, 0.1159, 0.0168], [-0.1718, -0.2662, -0.3802], [-0.0145, 0.0635, 0.0425], [-0.0324, -0.0056, -0.0193], [-0.1682, 0.1705, 0.1908], [0.0269, 0.0011, -0.0252], [-0.0104, -0.0029, -0.0108], [-0.1324, -0.0812, -0.1710], [-0.0755, -0.0964, -0.3164], [0.0795, -0.0083, 0.0638], [-0.3333, 0.0234, 0.4059], [0.0158, -0.0106, -0.0288], [0.0030, -0.0686, -0.0349], [0.2594, -0.1142, 0.0479], [0.2187, 0.0363, 0.2711], [0.0514, -0.0781, -0.1063], [-0.2157, 0.5928, -0.0378], [0.0044, -0.0137, -0.0596], [0.0030, 0.0123, 0.0026], [-0.0011, 0.0055, 0.0024], [-0.0199, -0.0136, -0.0311], [0.0160, 0.0316, -0.0146], [-0.0055, 0.0023, 0.0097], [0.0166, -0.0275, 0.0043], [0.0579, 0.0879, -0.0202], [-0.0641, -0.0033, -0.0485], [-0.0165, -0.0019, 0.0307], [0.0073, 0.0229, -0.0149], [0.0003, 0.0195, 0.0376], [0.0019, 0.0035, 0.0105], [0.0221, 0.0189, -0.0650], [0.0214, -0.0054, 0.0186], [-0.0315, -0.0246, 0.0196], [-0.0813, -0.0216, -0.0121], [0.0051, -0.0094, -0.0013], [-0.0248, 0.0189, -0.0200], [-0.0024, 0.0034, 0.0286], [-0.0177, -0.0154, -0.0219], [0.0263, 0.0035, 0.0037], [-0.0177, -0.0027, -0.0103], [0.0285, -0.0055, -0.0261], [-0.0135, -0.1215, 0.1205], [0.0249, -0.0364, 0.0151], [0.0076, 0.0027, 0.0039], [-0.0240, -0.0232, -0.0143], [-0.0142, -0.0245, -0.0140], [0.0233, 0.0169, 0.0031], [-0.0096, -0.0031, 0.0178], [0.2701, -0.0230, -0.0378], [-0.0324, -0.0373, -0.0129], [0.0082, -0.0308, 0.0190], [0.0313, 0.0453, -0.0170], [-0.0416, -0.0357, 0.0036], [-0.0152, -0.0061, -0.0092], [0.0251, -0.0471, 0.0315], [0.0014, -0.0238, 0.0155], [-0.0341, -0.0270, -0.0011], [-0.0069, -0.0417, -0.0481], [0.0139, 0.0339, -0.0039]], "mulliken_spin": [0.000, 1.744, 0.029, -0.013, 0.000, 0.018, -0.002, -0.050, -0.035, 0.013, -0.200, -0.025, 0.000, 0.045, 0.032, -0.001, -0.015, 0.007, 0.023, -0.008, 0.001, 0.000, 0.000, 0.054, -0.007, -0.007, 0.028, 0.044, 0.000, 0.000, -0.002, 0.001, 0.001, 0.037, 0.026, -0.010, 0.040, 0.028, -0.001, -0.008, 0.035, -0.001, 0.000, 0.000, -0.002, 0.007, 0.001, 0.005, -0.003, 0.014, 0.017, 0.000, 0.000, 0.035, -0.014, 0.000, 0.092, 0.000, -0.009, -0.019, -0.031, 0.020, 0.023, 0.002, 0.000, 0.000, 0.000, 0.000, 0.000, 0.000, 0.000, 0.003, 0.000, 0.000, 0.002, 0.000, 0.000, -0.001, 0.000, 0.000, 0.000, 0.007, 0.002, 0.005, 0.001, 0.000, 0.001, 0.004, 0.000, 0.000, 0.000, 0.000, 0.002, 0.000, 0.006, 0.000, -0.001, -0.006, 0.000, 0.000, -0.001, -0.002, 0.000, 0.016, 0.001], "multiplicity": 3, "total_charge": -1, "homo_energy_ha": [-0.144, -0.166], "total_energy_ha": -6351.083075, "de_lowest_ev": 1.070, "s2": 2.035, "largest_force_ev_per_a": 4.73}

[3]
{"formula": "C5H24N2O6", "method": "ωB97M-V with the def2-TZVPD basis set", "species": ["O", "O", "O", "O", "O", "O", "N", "N", "C", "C", "C", "C", "C", "H", "H", "H", "H", "H", "H", "H", "H", "H", "H", "H", "H", "H", "H", "H", "H", "H", "H", "H", "H", "H", "H", "H", "H"], "positions_angstrom": [[-3.135054, -1.838111, -0.405261], [-0.529648, 1.844343, 1.960576], [-1.428339, 2.360084, -1.975181], [-3.004852, 0.711006, 0.467795], [-2.291418, -0.183950, -2.399699], [0.888332, 0.639858, 3.811969], [1.796647, 1.095417, -1.294153], [2.337283, -0.630291, 1.144994], [0.579980, -2.573192, 1.308505], [2.406553, 1.856328, -2.059208], [1.031850, -1.203908, 0.627157], [1.212326, -0.186246, -1.812455], [1.192348, -1.339375, -0.838820], [2.224851, -1.944301, -0.992035], [-0.482815, 2.337898, -2.185463], [0.108843, -0.500405, 0.806443], [0.609696, -3.287736, 0.617690], [2.668348, 1.736382, -3.125192], [0.429141, -1.911139, -1.412415], [2.560433, 0.164853, 0.531642], [-2.932420, -0.733566, -1.953758], [0.123644, -0.020331, -2.160030], [-3.841549, -1.905567, 0.152677], [-2.606572, -1.129829, 0.180081], [-2.268070, 0.513972, -1.797929], [1.160868, -2.728717, 2.154847], [-2.763896, 1.279814, 1.342228], [-0.070924, 1.674597, 1.147518], [2.914995, 2.782566, -1.868978], [1.302203, -0.214943, 3.510487], [1.507465, -0.467791, -2.750219], [0.055398, 1.662098, 2.666295], [-3.615670, 1.300891, -0.016089], [-1.475978, 2.419649, -1.055006], [1.696414, 1.209705, 3.971257], [-0.467229, -2.441267, 1.600330], [2.106824, -0.348796, 2.099397]], "forces_ev_per_a": [[4.5782, 2.2916, 0.2468], [-2.1177, 0.9959, -1.2025], [0.4331, 0.1679, -2.2222], [0.4605, 2.8704, 2.9564], [-0.1483, -1.5259, -1.5175], [2.4964, -0.3489, 0.2636], [-1.0586, -1.3439, 0.4276], [-1.7295, -1.0094, -0.0852], [-0.9816, 5.0218, 0.5714], [1.4862, 0.6550, -2.4138], [-1.6501, 1.0996, 0.8689], [-2.7682, 2.7261, 1.8315], [2.3932, -2.5105, -2.7749], [-2.1358, 1.1190, 0.3660], [-0.3227, -0.0433, 0.1169], [1.7212, -0.7065, -0.1620], [0.4849, -3.2740, -2.5331], [-0.7522, -1.1327, -0.1583], [0.2099, -0.5377, 1.2876], [-0.1924, -0.1057, 0.8513], [-0.2746, -1.0599, -0.0227], [1.0806, 0.5022, 1.3569], [-3.4323, -0.7144, 2.0652], [-1.3820, -2.0189, -2.2991], [0.5955, 2.2854, 1.0735], [1.1235, -0.7049, 1.4948], [-0.4778, -1.9782, -2.9897], [0.5354, -0.1862, -0.5103], [-0.2466, 0.6529, 1.6709], [-0.9643, 1.1624, 0.7014], [2.0976, -0.8405, -2.3330], [1.0127, -0.6992, 1.1358], [0.2661, -0.4997, 0.2795], [0.0155, 0.2535, 2.3959], [-1.3058, -0.8877, -0.0522], [0.1768, -0.1703, 0.0955], [0.7734, 0.4948, -0.7810]], "nbo_charge": [-0.955, -0.980, -0.936, -0.994, -0.961, -0.932, -0.437, -0.838, -0.595, -0.043, -0.050, -0.279, -0.425, 0.195, 0.478, 0.157, 0.211, 0.133, 0.239, 0.387, 0.482, 0.242, 0.459, 0.499, 0.466, 0.202, 0.517, 0.473, 0.167, 0.476, 0.196, 0.490, 0.486, 0.466, 0.482, 0.206, 0.317], "multiplicity": 1, "total_charge": 0, "homo_energy_ha": -0.347, "total_energy_ha": -765.729016, "de_lowest_ev": 4.060, "largest_force_ev_per_a": 5.15}